one:
45
Properties=species:S:1:pos:R:3 method="wB97M-V/def2-TZVPD" lumo_energy_ev=0.7105 smiles="Cc1c(O)ccc2c1[C@]1(CC=CCC1)[C@@H](N1CCOCC1)O2" multiplicity=1 mol_weight_g_mol=301.39 e_homo_ev=-7.7 total_charge=0 gap_ev=8.41
C 1.38 0.85 -0.80
H 2.50 -0.26 -3.92
H 0.18 0.19 -4.51
H -0.13 3.54 -1.18
H -0.87 1.56 -2.61
O -2.71 3.95 1.46
C -0.33 -1.13 -0.55
H -3.82 -0.38 1.44
C -2.04 0.03 0.33
H 1.67 0.78 0.26
C -0.40 3.53 -0.14
H -0.51 -1.58 2.27
H 2.54 -1.36 2.40
C -2.42 2.66 1.10
H 2.58 -0.95 -1.30
H 2.78 -3.33 0.87
H -0.20 -1.72 -1.49
C 0.73 -3.08 0.34
O 1.64 -3.21 2.63
C 0.44 -1.20 1.92
C -1.33 2.37 0.23
H -1.48 -0.11 -2.64
H 1.43 1.92 -1.08
C -0.08 0.35 -0.97
C -0.59 0.52 -2.42
H 1.69 -4.74 1.34
N 0.60 -1.61 0.47
H 3.29 0.55 -1.79
H 0.45 -0.11 1.94
C 2.35 0.03 -1.70
H 1.44 -1.53 3.81
C -3.13 0.39 1.08
H 0.53 3.43 0.47
H -4.21 1.93 2.04
O -1.67 -1.22 -0.04
C 1.59 -1.79 2.75
H -0.85 4.50 0.10
C -3.34 1.68 1.45
C 1.81 -3.66 1.28
C 1.81 -0.07 -3.10
C 0.49 0.21 -3.44
H 1.03 -3.35 -0.69
H -3.50 3.94 2.03
C -1.13 1.02 -0.13
H -0.22 -3.56 0.52

two:
45
Properties=species:S:1:pos:R:3 method="wB97M-V/def2-TZVPD" lumo_energy_ev=0.2841 multiplicity=1 mol_weight_g_mol=301.39 e_homo_ev=-8.2 total_charge=0 gap_ev=8.47
C -1.14 0.05 -0.65
O -4.88 -1.02 -0.31
O 2.29 -2.19 1.41
C 2.21 -2.54 3.75
C 2.09 -0.86 1.97
H 2.93 -1.08 -0.83
C 1.88 0.65 -1.31
H -0.38 3.37 -1.10
C 1.64 0.21 -2.39
C 2.20 -0.80 3.40
H 1.48 -0.12 3.92
H -2.71 2.78 -1.42
C 1.23 1.77 -0.66
H 4.05 -0.35 1.15
H -6.80 -1.27 -0.32
H -0.20 -0.36 -0.26
H 2.82 -2.40 4.62
H -6.03 -0.15 -1.62
H 2.91 1.08 1.19
C -1.17 1.47 -1.04
H -2.21 -1.75 -0.02
C -0.06 1.99 -1.32
H 2.00 -0.59 -2.68
H 3.25 -0.41 3.42
H 0.95 -0.71 1.51
N 2.83 -0.03 -0.43
H 0.94 2.87 -3.08
H 4.06 -2.75 2.57
C -2.30 -0.80 -0.60
C 0.26 2.13 -3.09
H -6.14 0.25 0.19
O 0.42 0.26 -4.55
H 0.88 1.43 0.33
C -3.69 1.02 -1.02
C 0.62 0.79 -3.30
C -6.04 -0.41 -0.49
C 2.97 -2.86 2.39
C -3.66 -0.19 -0.63
H 2.50 -4.09 2.53
H 1.22 -2.71 3.99
H -0.69 2.39 -3.26
H -4.69 1.62 -1.23
C -2.56 1.73 -1.29
H 1.74 2.52 -0.52
C 2.97 0.08 1.07

The computed energies, referenced to the most stable structure and given in kcal/mol, are one 0.0; two 317.7.

one:
24
Properties=species:S:1:pos:R:3 method="wB97M-V/def2-TZVPD" lumo_energy_ev=-3.1215 multiplicity=1 mol_weight_g_mol=122.19 e_homo_ev=-14.5 total_charge=+1 gap_ev=11.40
H 1.47 -1.74 -1.62
H 0.37 -2.19 0.46
H 0.24 -0.14 0.82
N -0.41 0.69 0.71
H 2.19 0.72 1.26
H 2.69 -2.26 0.48
H -0.84 0.34 -1.30
O -3.47 1.01 -1.34
H -2.01 2.48 -0.82
H 3.00 -0.53 2.21
H 0.14 1.56 0.51
C 1.97 -0.92 -1.09
C 2.81 -0.18 1.19
O 0.83 -1.50 0.96
C -2.46 1.56 -0.44
H -3.84 1.76 -1.81
H 2.91 -0.69 -1.60
H -0.85 0.75 1.68
H 3.79 0.17 0.79
H 1.35 0.01 -1.13
C -1.42 0.45 -0.38
C 2.13 -1.32 0.35
H -2.87 1.76 0.60
H -1.92 -0.48 -0.18

two:
24
Properties=species:S:1:pos:R:3 method="wB97M-V/def2-TZVPD" lumo_energy_ev=-3.0451 multiplicity=1 mol_weight_g_mol=122.19 e_homo_ev=-12.9 total_charge=+1 gap_ev=9.84
O 1.94 -1.89 -2.59
H 1.70 -0.08 0.18
C -1.73 1.32 2.33
H -1.64 -1.37 -0.75
H -1.81 1.93 3.21
N 1.15 -0.44 -0.65
H 4.18 0.27 1.30
C -1.35 -0.50 -0.14
H -2.46 1.26 -0.86
H -0.90 0.62 2.41
H 2.47 -1.87 -3.39
H -0.30 0.33 -1.86
H 1.25 -2.54 -2.73
H -3.42 0.00 0.03
C -2.49 0.56 0.02
H -1.09 -0.74 0.90
H 1.81 -0.26 -1.39
H 1.01 -1.41 -0.37
C -2.50 1.37 1.25
C -0.23 0.27 -0.75
O 3.24 0.09 1.14
H -0.10 1.29 -0.33
H 2.70 -0.04 1.93
H -3.32 2.08 1.36

three:
24
Properties=species:S:1:pos:R:3 method="wB97M-V/def2-TZVPD" lumo_energy_ev=-3.0825 multiplicity=1 mol_weight_g_mol=122.19 e_homo_ev=-12.9 total_charge=+1 gap_ev=9.78
C -0.85 -0.20 0.10
H -2.65 3.55 -0.64
H 0.39 1.40 -0.64
H -2.87 2.35 0.62
C 0.35 0.33 -0.66
H -0.69 -1.21 0.47
H -2.24 1.52 -2.24
C -2.53 2.49 -0.41
H 1.50 -0.37 0.98
H 0.34 0.03 -1.71
C -2.21 0.05 -0.56
H 1.87 -1.04 -0.44
N 1.62 -0.15 -0.01
O 2.82 0.06 2.64
H -2.34 -0.68 -1.35
H -3.01 -0.06 0.18
H 0.87 -3.18 -1.46
H 2.34 0.56 -0.05
H 0.92 -3.47 -0.03
H 2.55 -0.78 3.05
C -2.33 1.43 -1.16
H 3.77 0.08 2.84
H -0.89 0.44 1.00
O 1.38 -2.91 -0.68

four:
24
Properties=species:S:1:pos:R:3 method="wB97M-V/def2-TZVPD" lumo_energy_ev=-2.8893 multiplicity=1 mol_weight_g_mol=122.19 e_homo_ev=-12.8 total_charge=+1 gap_ev=9.87
H 2.79 0.28 1.37
H 1.72 -0.05 -2.24
H -0.72 1.32 1.06
N 1.94 0.32 0.81
H 0.41 -0.61 -4.01
O 2.28 0.67 -1.87
H 0.86 -0.74 2.25
O 0.68 -1.08 -3.21
H -0.77 -1.67 0.49
H 1.58 -1.73 0.96
H -3.93 1.67 1.17
C -1.19 0.34 0.94
H -2.76 1.85 2.56
C -2.45 0.15 1.27
C -3.31 1.20 1.91
H 1.49 1.20 1.01
H 0.63 -2.03 -3.32
C 1.02 -0.82 1.19
H -4.03 0.73 2.58
H -0.08 -0.64 -0.69
H 2.99 0.90 -2.48
H -2.88 -0.84 1.19
H 2.24 0.30 -0.20
C -0.26 -0.71 0.38

The computed energies, referenced to the most stable structure and given in kcal/mol, are one 13.5; two 19.4; three 12.3; four 0.0.

one:
16
Properties=species:S:1:pos:R:3 method="wB97M-V/def2-TZVPD" lumo_energy_ev=-4.6217 multiplicity=1 mol_weight_g_mol=103.12 e_homo_ev=-9.0 total_charge=0 gap_ev=4.42
N -2.11 -0.43 0.92
O -1.45 1.66 0.36
C 0.74 -0.49 0.51
H -3.41 1.26 0.67
C 1.43 0.10 -0.66
C -2.39 0.85 0.66
O 2.17 -2.38 -0.58
H 2.04 1.88 -1.80
H 0.53 1.95 -0.67
H 1.12 -0.12 1.46
H 2.79 -3.04 -0.95
H 1.83 -0.75 -1.27
H 1.12 -1.60 0.40
C 1.26 1.34 -1.19
H -0.34 -0.54 0.35
H -2.94 -1.05 1.18

two:
16
Properties=species:S:1:pos:R:3 method="wB97M-V/def2-TZVPD" lumo_energy_ev=0.8345 smiles="C[C@@H](CO)NC=O" multiplicity=1 mol_weight_g_mol=103.12 e_homo_ev=-9.9 total_charge=0 gap_ev=10.77
H 1.50 1.30 -1.17
H -0.68 2.03 0.91
H -0.15 -2.30 0.99
N 0.01 -0.95 -0.56
C 0.30 0.21 0.28
H 0.40 -0.17 1.30
O -2.06 0.56 0.76
H 2.44 0.23 -0.10
H -2.24 -0.19 0.19
H -0.06 -0.83 -1.56
C -0.90 1.17 0.27
C 1.58 0.92 -0.14
C -0.27 -2.20 -0.11
O -0.60 -3.13 -0.82
H -1.05 1.56 -0.76
H 1.79 1.77 0.52

The computed energies, referenced to the most stable structure and given in kcal/mol, are one 220.9; two 0.0.

one:
16
Properties=species:S:1:pos:R:3 method="wB97M-V/def2-TZVPD" lumo_energy_ev=0.9093 smiles="COCCNC=O" multiplicity=1 mol_weight_g_mol=103.12 e_homo_ev=-9.8 total_charge=0 gap_ev=10.70
N -0.53 0.97 1.02
C 1.23 -1.54 -0.22
C -0.59 1.26 -0.39
H 2.01 -1.88 0.46
O -2.43 -0.29 1.01
H -1.08 -0.24 2.56
C 0.46 0.44 -1.17
H -0.05 -0.32 -1.78
H 0.37 1.04 1.47
H 1.03 1.10 -1.84
H -0.43 2.32 -0.54
O 1.38 -0.14 -0.29
H -1.59 0.98 -0.74
H 0.23 -1.85 0.10
C -1.42 0.09 1.56
H 1.40 -1.95 -1.22

two:
16
Properties=species:S:1:pos:R:3 method="wB97M-V/def2-TZVPD" lumo_energy_ev=0.6925 smiles="C[C@@H](O)CC(N)=O" multiplicity=1 mol_weight_g_mol=103.12 e_homo_ev=-9.6 total_charge=0 gap_ev=10.33
H -2.02 -1.15 0.66
C -0.17 -0.84 0.09
H -0.27 -1.30 -0.90
O 1.58 1.58 -1.94
H 1.38 -2.23 0.65
C 0.61 1.13 -1.36
O -1.45 -0.38 0.53
H 1.77 0.17 0.12
C 0.42 -1.87 1.05
H -0.79 1.74 -2.71
C 0.71 0.41 -0.02
H -1.45 0.94 -1.30
H 0.60 -1.43 2.04
H -0.24 -2.73 1.15
H 0.41 1.10 0.78
N -0.66 1.22 -1.86

The computed energies, referenced to the most stable structure and given in kcal/mol, are one 29.5; two 0.0.

one:
16
Properties=species:S:1:pos:R:3 method="wB97M-V/def2-TZVPD" lumo_energy_ev=1.0594 smiles="C[C@H]1CO1.[H]/N=C/O" multiplicity=1 mol_weight_g_mol=103.12 e_homo_ev=-9.9 total_charge=0 gap_ev=10.95
O -0.27 -1.08 0.73
H -2.21 -1.57 1.45
C -1.07 1.07 -0.53
H 3.30 0.03 -0.94
H -2.00 -1.49 -0.39
H -0.46 1.97 -0.39
O 1.89 -1.36 -0.64
C -1.02 0.15 0.67
C -1.68 -1.15 0.60
C 2.34 -0.13 -0.43
H -0.96 0.66 1.63
H -0.73 0.58 -1.45
H -2.11 1.38 -0.67
H 2.24 1.62 0.26
H 1.03 -1.44 -0.16
N 1.72 0.75 0.26

two:
16
Properties=species:S:1:pos:R:3 method="wB97M-V/def2-TZVPD" lumo_energy_ev=0.8927 smiles="COCCNC=O" multiplicity=1 mol_weight_g_mol=103.12 e_homo_ev=-9.8 total_charge=0 gap_ev=10.67
H 1.30 1.50 0.06
O -0.58 1.02 0.80
H 1.15 -0.11 0.81
O 0.76 -2.46 -2.30
H -1.35 1.82 2.49
C 0.27 0.03 -1.15
C -0.37 1.53 2.10
C -0.22 -2.31 -1.60
H 0.29 2.41 2.08
H -0.24 0.78 -1.76
H 1.18 -0.28 -1.67
H 0.07 0.77 2.76
C 0.63 0.63 0.19
H -0.94 -3.12 -1.40
H -1.39 -1.08 -0.42
N -0.55 -1.14 -0.99

The computed energies, referenced to the most stable structure and given in kcal/mol, are one 30.3; two 0.0.

one:
12
Properties=species:S:1:pos:R:3 method="wB97M-V/def2-TZVPD" lumo_energy_ev=0.7946 smiles="CC=O.O=CO" multiplicity=1 mol_weight_g_mol=90.08 e_homo_ev=-9.9 total_charge=0 gap_ev=10.67
C -0.81 4.59 1.95
O 1.67 -5.95 -2.37
H 0.12 4.65 0.10
O 0.61 -5.84 -0.38
H -0.14 -6.68 -2.12
H -0.30 2.98 0.72
H -1.53 3.96 -0.03
H 2.12 -5.19 -1.94
C -0.62 4.01 0.57
O -1.38 5.64 2.13
H -0.40 4.10 2.85
C 0.66 -6.26 -1.49

two:
12
Properties=species:S:1:pos:R:3 method="wB97M-V/def2-TZVPD" lumo_energy_ev=0.6061 smiles=O[C@@H]1CC1(O)O multiplicity=1 mol_weight_g_mol=90.08 e_homo_ev=-8.6 total_charge=0 gap_ev=9.20
H -0.49 -1.55 -1.67
H -1.55 -0.83 0.48
H -0.83 1.98 -0.07
H 0.94 0.71 1.58
C 0.35 -0.16 1.31
O -1.50 1.30 0.08
O 0.36 -1.41 -1.23
H 1.81 0.43 -1.50
C -0.81 -0.04 0.44
O 1.06 0.77 -0.99
C 0.32 -0.26 -0.47
H 0.33 -0.95 2.05

The computed energies, referenced to the most stable structure and given in kcal/mol, are one 0.0; two 44.5.

one:
12
Properties=species:S:1:pos:R:3 method="wB97M-V/def2-TZVPD" lumo_energy_ev=0.2813 smiles="O=C(CO)CO" multiplicity=1 mol_weight_g_mol=90.08 e_homo_ev=-10.2 total_charge=0 gap_ev=10.53
O 0.32 1.14 -0.86
C 1.12 -0.88 0.04
H 1.40 -1.77 -0.60
H -1.47 1.84 -0.28
C -1.42 -0.06 0.28
H -1.11 -0.04 1.54
O 2.30 0.23 0.00
C 0.09 0.09 -0.26
H -2.02 -1.10 0.19
H 1.77 0.77 -0.82
H 1.25 -1.21 0.97
O -2.22 1.00 -0.20

two:
12
Properties=species:S:1:pos:R:3 method="wB97M-V/def2-TZVPD" lumo_energy_ev=0.7082 smiles="COC(=O)C=O.[H][H]" multiplicity=1 mol_weight_g_mol=90.08 e_homo_ev=-10.1 total_charge=0 gap_ev=10.76
H -2.59 0.62 -0.86
O -1.83 1.14 1.01
O 0.78 -0.34 0.63
O 0.10 0.35 -1.41
H 2.31 -0.93 -0.64
C -0.12 0.06 -0.27
C 2.14 -0.26 0.20
H 2.36 0.77 -0.08
H -2.43 0.00 -1.24
C -1.43 0.11 0.53
H -1.88 -0.88 0.73
H 2.71 -0.56 1.08

three:
12
Properties=species:S:1:pos:R:3 method="wB97M-V/def2-TZVPD" lumo_energy_ev=0.2677 smiles="CC(=O)COO" multiplicity=1 mol_weight_g_mol=90.08 e_homo_ev=-9.0 total_charge=0 gap_ev=9.31
H 0.86 0.29 1.25
H 1.31 -0.59 -2.34
H -2.71 1.76 1.45
C 0.04 -0.31 0.85
O -1.44 0.58 0.70
H -0.30 -1.14 1.46
H 1.59 0.78 -1.24
O -2.09 1.09 1.82
H 2.21 -0.84 -0.84
C 0.10 -0.61 -0.59
C 1.39 -0.29 -1.30
O -0.97 -0.71 -1.21

four:
12
Properties=species:S:1:pos:R:3 method="wB97M-V/def2-TZVPD" lumo_energy_ev=0.5034 smiles="O=C[C@H](O)CO" multiplicity=1 mol_weight_g_mol=90.08 e_homo_ev=-10.0 total_charge=0 gap_ev=10.52
H 1.35 0.27 -0.89
H -0.52 1.72 -0.63
H -0.81 -1.74 -0.89
O -1.01 1.46 0.17
H 0.74 0.28 1.85
H -1.59 -0.29 0.99
C -0.80 0.10 0.33
H 0.95 -1.27 0.98
O 1.64 0.44 0.03
C 0.72 -0.19 0.87
C -0.63 -0.65 -0.93
O -0.05 -0.13 -1.87

The computed energies, referenced to the most stable structure and given in kcal/mol, are one 62.0; two 26.7; three 87.1; four 0.0.

one:
12
Properties=species:S:1:pos:R:3 method="wB97M-V/def2-TZVPD" lumo_energy_ev=0.6456 smiles="O=C=O.CCO" multiplicity=1 mol_weight_g_mol=90.08 e_homo_ev=-10.6 total_charge=0 gap_ev=11.22
C -2.73 0.03 -0.36
O -2.59 -0.68 -1.27
H 1.30 1.46 0.24
O -0.40 -0.62 0.84
C 1.68 0.44 0.12
O -2.91 0.78 0.53
H 2.43 0.46 -0.68
H 2.17 0.15 1.06
H 0.06 -0.22 -1.14
H -0.52 0.26 1.22
C 0.55 -0.52 -0.21
H 0.94 -1.53 -0.36

two:
12
Properties=species:S:1:pos:R:3 method="wB97M-V/def2-TZVPD" lumo_energy_ev=0.0313 smiles="CC=O.O=CO" multiplicity=1 mol_weight_g_mol=90.08 e_homo_ev=-10.4 total_charge=0 gap_ev=10.43
H -1.31 0.59 1.54
H -0.54 2.10 2.01
O 1.20 -2.75 -2.16
O 0.03 -1.20 -0.83
H 0.57 0.73 1.76
C -0.39 1.22 1.36
H -0.03 -0.14 -1.04
H -1.40 1.92 -0.41
O 0.45 1.28 -0.86
C -0.48 1.53 -0.08
H 1.05 -2.93 -0.20
C 0.85 -2.35 -1.10

The computed energies, referenced to the most stable structure and given in kcal/mol, are one 0.0; two 57.4.

one:
12
Properties=species:S:1:pos:R:3 method="wB97M-V/def2-TZVPD" lumo_energy_ev=0.8418 smiles="COC(=O)CO" multiplicity=1 mol_weight_g_mol=90.08 e_homo_ev=-10.4 total_charge=0 gap_ev=11.24
C -1.62 -0.19 0.17
H -1.60 -0.74 1.11
H 2.30 0.75 0.03
H 2.28 -0.85 -0.76
O 0.10 0.63 -1.33
O -2.30 1.03 0.39
C 2.07 -0.31 0.17
C -0.19 0.05 -0.30
H -2.12 -0.78 -0.61
H -2.37 1.50 -0.46
O 0.70 -0.47 0.55
H 2.64 -0.73 1.00

two:
12
Properties=species:S:1:pos:R:3 method="wB97M-V/def2-TZVPD" lumo_energy_ev=0.7103 smiles="O=C[C@H](O)CO" multiplicity=1 mol_weight_g_mol=90.08 e_homo_ev=-10.5 total_charge=0 gap_ev=11.23
H 1.34 0.29 -1.45
C -1.13 -0.43 0.22
H 0.78 -1.51 0.31
C 1.05 0.58 0.75
O 0.61 -0.35 -1.40
O -1.54 0.80 -0.33
H -1.07 0.82 -1.18
O 1.93 1.24 0.25
H -1.35 -0.42 1.30
H 0.67 0.79 1.77
C 0.37 -0.54 -0.02
H -1.67 -1.28 -0.22

three:
12
Properties=species:S:1:pos:R:3 method="wB97M-V/def2-TZVPD" lumo_energy_ev=0.6110 smiles="C=CO.O=CO" multiplicity=1 mol_weight_g_mol=90.08 e_homo_ev=-8.8 total_charge=0 gap_ev=9.36
H -3.20 -0.99 0.94
H 2.26 -0.05 -0.79
H -1.26 -2.73 0.87
O 1.56 0.51 -1.16
H 2.13 1.78 0.40
O 0.21 1.94 -0.14
H -1.93 0.28 1.07
H -0.06 -0.65 -0.52
C -1.19 -1.67 0.66
C -2.15 -0.77 0.92
C 1.28 1.45 -0.21
O 0.00 -1.43 0.04

The computed energies, referenced to the most stable structure and given in kcal/mol, are one 0.0; two 11.3; three 27.1.

one:
10
Properties=species:S:1:pos:R:3 method="wB97M-V/def2-TZVPD" lumo_energy_ev=-4.3986 multiplicity=1 mol_weight_g_mol=64.06 e_homo_ev=-16.3 total_charge=+1 gap_ev=11.95
H -1.21 -0.55 1.30
C -0.23 -1.41 -0.22
H 1.08 2.10 0.85
H -0.42 0.55 0.23
H -0.49 -2.43 0.10
N -0.55 -0.44 0.55
O 0.30 2.15 0.29
O 0.31 -1.18 -1.37
H 1.00 -1.82 -1.62
H 0.20 3.03 -0.10

two:
10
Properties=species:S:1:pos:R:3 method="wB97M-V/def2-TZVPD" lumo_energy_ev=-3.9131 multiplicity=1 mol_weight_g_mol=64.06 e_homo_ev=-15.7 total_charge=+1 gap_ev=11.82
H 0.34 -0.76 -0.79
C 0.85 1.26 0.91
H -0.26 -2.17 -0.53
H -1.01 1.85 0.45
O 1.53 0.31 0.57
O -0.54 1.08 0.87
H -1.05 -0.75 -0.27
N -0.42 -1.32 -0.94
H 1.34 1.95 1.67
H -0.78 -1.47 -1.93

three:
10
Properties=species:S:1:pos:R:3 method="wB97M-V/def2-TZVPD" lumo_energy_ev=-4.9085 multiplicity=1 mol_weight_g_mol=64.06 e_homo_ev=-14.0 total_charge=+1 gap_ev=9.13
H -1.31 0.25 -0.38
N -2.28 0.46 -0.15
H -2.48 0.15 0.80
H -2.93 0.01 -0.79
H 1.22 -0.19 0.77
C 2.28 -0.16 0.45
H -2.46 1.47 -0.22
H 2.34 -1.61 -0.85
O 2.51 -0.67 -0.78
O 3.11 0.29 1.15

The computed energies, referenced to the most stable structure and given in kcal/mol, are one 0.0; two 16.5; three 21.5.